Here is a molecular structure, C8H16LaN2PS at a distorted geometry from the OMol25 dataset. Energies are from ωB97M-V/def2-TZVPD.

```
29
Properties=species:S:1:pos:R:3:forces:R:3
P -2.050 0.067 1.199 -0.66 0.20 -0.04
H 1.768 1.411 -3.466 -0.36 -0.29 0.60
H 2.070 0.366 5.794 -0.11 0.36 -0.36
C 0.664 -1.127 -1.500 -0.13 -1.02 -0.95
H 1.425 1.775 3.254 -0.10 -0.44 0.23
H 2.862 1.788 5.060 -0.10 -0.22 -0.04
La 0.529 1.018 -0.396 0.62 4.92 5.31
C -0.554 -0.503 -1.916 -0.01 -0.67 -2.44
H -1.314 -1.218 5.536 0.14 0.09 0.01
H -3.313 0.388 0.599 0.36 -0.08 0.27
H 1.336 1.995 5.902 0.00 -0.13 0.11
S 1.242 -0.627 1.896 -0.13 -0.26 1.63
H -0.423 0.307 5.733 0.02 -0.18 -0.09
C 1.768 -0.353 -2.029 0.05 -0.62 -0.77
H 0.738 -2.021 -0.878 -0.03 0.34 -0.29
C 1.896 1.312 5.259 -0.08 0.25 0.18
N 0.422 -1.068 4.367 -0.12 0.16 0.27
H -2.487 -1.209 1.674 0.15 0.00 -0.05
H 0.299 -1.996 3.962 0.12 0.59 0.10
C 0.930 -0.143 3.531 0.21 -0.44 -1.42
C -0.318 -0.770 5.599 0.25 -0.37 -0.07
C 1.207 0.722 -2.818 -0.75 -0.57 -1.05
H 0.207 -1.203 6.460 -0.18 0.20 -0.08
H -1.550 -0.881 -1.702 0.17 0.21 -0.07
N 1.173 1.112 3.992 0.30 -0.20 0.01
C -0.230 0.635 -2.747 0.47 -1.82 -1.11
H -0.959 1.236 -3.308 0.48 -0.16 0.54
H -2.328 0.725 2.434 0.11 -0.13 -0.33
H 2.831 -0.613 -1.923 -0.69 0.25 -0.10
```
Forces are in eV/Å.

Calculated values
- Strongest force on any atom: 0.1413 Eh/bohr
- Orbital gap (spin up / spin down): 3.65 / 4.53 eV
- Calculated total energy: -1194.88390 a.u.
- HOMO level (spin up / spin down): -3.32 / -4.30 eV

Atom charges from the Löwdin analysis, given in e for atoms 1 to 5: number 1, P, carries 0.5362; number 2, H, carries 0.1046; number 3, H, carries 0.0874; number 4, C, carries -0.3478; number 5, H, carries 0.0816